1.
DFT (ωB97M-V with the def2-TZVPD basis set) results for 4 unconnected molecules or ions with the total composition H8O4.

CARTESIAN COORDINATES (ANGSTROEM)
O1 -0.340 -0.036 1.074
H1 -0.303 -0.998 1.092
H2 0.562 0.200 0.803
O2 -1.711 0.672 3.674
H3 -1.033 0.527 3.005
H4 -2.506 0.967 3.226
O3 1.668 0.758 -0.956
H5 1.063 0.494 -1.662
H6 2.564 0.728 -1.291
O4 0.211 -0.776 -2.990
H7 0.562 -1.666 -2.892
H8 -0.738 -0.871 -3.083

Computed properties:
Highest occupied orbital energy (eV): -10.709
Charge: 0
Energy relative to the best compared isomer or geometry (same formula, charge and spin) (kJ/mol): 60.7
Kohn-Sham gap (eV): 11.077
SMILES string: O.O.O.O

---

2.
DFT (ωB97M-V with the def2-TZVPD basis set) results for 2 unconnected molecules or ions with the total composition H8SSi3 at a distorted geometry.

CARTESIAN COORDINATES (ANGSTROEM)
Si1 1.383 -1.860 0.179
Si2 2.220 0.118 -0.454
S1 3.636 1.238 0.431
H1 -0.094 -1.687 -0.383
H2 2.193 -2.919 -0.371
H3 1.455 -2.252 1.665
H4 1.636 0.186 -1.732
Si3 -1.558 1.717 0.028
H5 -1.638 3.187 -0.503
H6 -1.904 1.728 1.394
H7 -2.565 0.807 -0.627
H8 -0.423 0.999 -0.254

Computed properties:
Highest occupied orbital energy (eV): -9.016
Charge: 0
Energy relative to the best compared isomer or geometry (same formula, charge and spin) (kJ/mol): 146.9
Kohn-Sham gap (eV): 7.940
SMILES string: [SiH3][SiH]=S.[SiH4]

---

3.
DFT (ωB97M-V with the def2-TZVPD basis set) results for 4 unconnected molecules or ions with the total composition H9NO3 at a distorted geometry.

CARTESIAN COORDINATES (ANGSTROEM)
N1 0.006 -1.872 0.762
H1 0.835 -2.465 0.977
H2 0.021 -1.559 -0.249
H3 -0.824 -2.402 0.929
O1 0.000 -0.509 -1.936
H4 -0.049 -1.447 -1.944
H5 0.015 0.426 -1.533
O2 -0.231 0.708 1.758
H6 0.624 1.197 1.801
H7 -0.170 -0.283 1.553
O3 0.142 1.845 -0.564
H8 0.273 1.915 -1.529
H9 -0.100 1.477 0.431

Computed properties:
Highest occupied orbital energy (eV): -10.764
Charge: 0
Energy relative to the best compared isomer or geometry (same formula, charge and spin) (kJ/mol): 264.0
Kohn-Sham gap (eV): 11.395
SMILES string: N.O.O.O